Entry 1:
79
Properties=species:S:1:pos:R:3:lowdin_charge:R:1 method="wB97M-V/def2-TZVPD" charge=+1 gap_ev=6.43 energy_ha=-3065.94269 molar_mass_da=694.4 homo_energy_ha=-0.4143
S -6.00374 3.41257 3.91059 0.75
P 1.49243 2.02252 -0.48815 0.81
F 2.20359 -2.60415 0.86115 0.08
F 2.56391 -0.99840 -0.75607 0.06
F 0.46309 -1.92809 -0.49484 0.02
O 2.15804 -0.89538 -10.01160 0.10
O 1.13399 3.51935 -0.25001 -0.49
O -5.51768 3.18244 5.34112 -0.37
O 1.97070 -1.73646 5.89687 0.09
O -1.96579 -5.07813 -2.19357 0.11
O -6.48666 1.93953 3.25153 -0.20
O 2.33871 -4.56885 -5.25323 0.09
O 1.57648 -1.40876 3.47072 0.09
O -0.19868 -2.55085 4.96057 0.12
O -7.26717 4.26603 4.01745 -0.33
O 3.02443 -6.05393 -9.12321 0.11
N -0.47996 -0.03969 3.29578 0.14
N 0.62828 2.07687 3.75187 0.18
N -0.36471 1.80787 1.52726 -0.09
C 3.06937 -4.26827 -10.65548 0.02
C 2.33277 -3.97850 -8.25632 0.02
C 1.21673 -3.93815 -3.28295 0.03
C 2.35631 -2.08017 -9.80759 -0.39
C 2.82638 -4.86950 -9.32740 -0.38
C 1.21637 -0.28203 1.30532 -0.10
C 1.35022 -4.68655 -4.55015 -0.37
C -1.83633 1.81631 1.23932 -0.16
C 0.67949 4.84574 5.76957 -0.20
C 2.11343 -2.68144 -8.47993 0.02
C 1.62707 -1.43625 0.23802 -0.29
C 2.84992 -2.97116 -10.87859 0.02
C 3.44772 4.29317 6.47507 0.07
C -0.04683 1.32037 2.88923 -0.19
C 2.22238 4.70822 6.17496 -0.11
C -0.97819 -4.96143 -2.89703 -0.38
C 0.50422 -0.96850 2.58692 -0.23
C -2.75362 2.43673 2.41983 -0.16
C -0.84483 -5.70992 -4.16419 0.03
C 1.17399 3.45331 3.48073 -0.13
C 0.13351 -4.06565 -2.51489 0.02
C 0.23870 -5.58239 -4.93253 0.03
C -4.67866 4.28305 2.89492 -0.21
C -3.97021 3.32748 1.79955 -0.21
C 0.36585 4.65114 4.19873 -0.16
C 0.35628 0.88254 0.58969 -0.32
B 1.06802 -1.89366 4.74050 -0.57
H 0.35334 -6.12371 -5.86360 0.13
H -0.41836 0.41125 -0.13908 0.14
H -3.60054 4.01809 0.94504 0.13
H -0.41755 -2.35613 5.91227 0.13
H 2.30531 3.40725 3.77155 0.14
H -0.08304 -1.89122 2.17575 0.20
H -2.16055 3.08843 3.15885 0.10
H -2.01966 2.47389 0.29431 0.15
H -3.90402 4.70507 3.63189 0.11
H 2.04040 -3.28663 -3.01688 0.12
H 2.16057 -4.43510 -7.28845 0.08
H -5.22499 5.18293 2.40039 0.13
H 1.17989 3.70174 2.33838 0.13
H 0.49993 5.60421 3.55854 0.14
H 0.37157 5.94261 6.02949 0.13
H -1.66825 -6.36130 -4.43018 0.13
H 1.78274 -0.88417 6.35827 0.10
H 2.83798 1.78351 0.01869 0.04
H 3.02187 -2.51444 -11.84532 0.12
H -5.83433 1.27834 3.60648 0.09
H -0.76968 4.38591 4.12216 0.10
H 2.20944 0.19305 1.69587 0.17
H 4.41601 3.94287 7.01024 0.07
H 0.79494 1.65954 4.69743 0.20
H 0.01915 -3.52608 -1.58635 0.09
H -3.23481 1.56911 3.00234 0.11
H -2.26718 0.76600 0.95479 0.14
H 1.34852 1.68114 -1.87595 0.04
H -1.42534 -0.28013 2.95362 0.14
H -4.77991 2.62011 1.35308 0.13
H 3.43154 -4.93434 -11.42902 0.12
H -0.02561 4.18448 6.42224 0.13
H 1.75125 -2.01520 -7.70643 0.12

***

Entry 2:
134
Properties=species:S:1:pos:R:3:lowdin_charge:R:1 method="wB97M-V/def2-TZVPD" gap_ev=8.28 energy_ha=-6057.53845 molar_mass_da=1156.6 homo_energy_ha=-0.2863
Sb 0.98776 -3.82589 0.18206 1.54
Ga -0.57217 1.07218 0.28096 0.39
S -3.12207 1.57348 -0.59751 0.51
P -2.56237 -1.80576 -0.09940 1.13
P 0.46266 3.34364 0.00739 1.12
F 4.27111 -2.65148 -5.00370 0.06
F 1.79932 -10.01054 0.67929 0.06
F 4.95368 -1.53163 4.43645 0.05
O -1.98414 0.36545 2.69617 -0.01
O -2.02960 0.72194 -1.17211 -0.37
O -3.81734 2.38867 -1.54980 -0.26
O -2.45682 2.29576 0.50023 -0.35
C -2.88327 -2.27966 -1.84344 -0.34
C 0.94199 0.15083 -0.63479 -0.16
C -2.79672 -3.35558 0.85426 -0.42
C 1.08333 -7.97265 1.60141 -0.01
C 1.90677 4.67048 -2.09807 -0.18
C 3.56774 -2.91516 -3.88498 -0.28
C -1.04816 5.00658 1.66920 -0.19
C -3.00019 -4.62115 0.31561 -0.10
C -0.92114 0.26795 2.11556 -0.46
C -1.64279 6.40458 1.91336 -0.18
C 3.03791 2.59598 3.21832 -0.17
C 3.70507 3.97557 3.42612 -0.18
C 0.15546 2.99323 -2.78555 -0.20
C 4.14199 -2.06302 3.49891 -0.29
C 1.97141 3.33225 1.07788 -0.39
C -4.13334 -0.89887 0.31359 -0.30
C 0.17208 -0.59448 2.72174 -0.08
C -2.17037 -3.50209 -3.81362 -0.08
C -6.53775 0.39542 1.04004 -0.06
C -2.77754 -5.62394 2.49451 -0.10
C 2.20522 3.38890 -4.24145 -0.20
C 3.44343 -2.20824 1.22910 -0.13
C 2.35360 -3.51280 2.91407 -0.13
C 3.00219 5.07894 2.63499 -0.20
C 2.75728 4.66840 1.18419 -0.18
C -2.98251 -5.74926 1.12982 -0.08
C 4.19352 -3.58999 -2.85386 0.00
C 0.93470 -6.60029 1.46354 -0.14
C 2.25526 -2.50033 -3.81089 0.00
C -2.60540 -3.23741 2.23524 -0.12
C -2.04295 -3.20606 -2.46488 -0.14
C -3.84469 -1.64053 -2.62415 -0.07
C -3.96860 -1.92802 -3.97660 -0.07
C -1.52316 5.09156 -0.81797 -0.19
C -5.49928 1.11385 0.47972 -0.05
C 1.16469 3.38096 -1.69368 -0.41
C 1.92675 -6.68360 -0.71369 -0.11
C -2.17274 7.04289 0.62164 -0.20
C 2.04680 4.77522 -3.62682 -0.19
C 1.71866 2.71593 2.46125 -0.21
C 1.54354 -2.77389 -2.64893 -0.13
C -5.21486 -1.60099 0.85163 -0.07
C 2.07485 -8.06079 -0.60066 -0.01
C 3.46341 -3.85575 -1.70531 -0.14
C 3.19050 -2.98486 3.88712 -0.01
C -0.43281 4.91799 0.26632 -0.41
C -2.60176 -4.35973 3.04758 -0.08
C 1.65601 -8.67490 0.56026 -0.29
C 2.47258 -3.14545 1.57345 -0.39
C 1.37063 -5.93151 0.31830 -0.38
C -3.13653 -2.86120 -4.57643 -0.09
C 2.13133 -3.45420 -1.58421 -0.40
C 4.28701 -1.66037 2.18819 -0.01
C -2.68474 5.96381 -0.32429 -0.18
C -4.31447 0.47415 0.12502 -0.27
C -6.39387 -0.97253 1.21590 -0.06
C 0.91073 2.57777 -4.05744 -0.18
H 0.45095 -6.05486 2.26742 0.08
H -1.07348 5.54587 -1.70494 0.11
H 0.51525 -2.43680 -2.58379 0.08
H 1.89494 2.56471 -1.64498 0.10
H -2.46087 -4.24684 4.11564 0.10
H 0.99311 0.33324 -1.70863 0.01
H -1.37315 7.59961 0.12108 0.11
H 1.01007 3.30952 3.04046 0.11
H -0.50485 2.18964 -2.45901 0.08
H 0.17376 -0.49201 3.80860 0.09
H -2.95272 7.76977 0.85321 0.11
H -3.17689 -4.74213 -0.74461 0.10
H 5.22647 -3.89375 -2.95908 0.12
H 3.54776 -1.88312 0.20080 0.09
H 2.24013 5.47805 0.66852 0.09
H 2.89929 4.67359 -1.64235 0.11
H 5.04591 -0.93342 1.93040 0.12
H 2.50735 -8.65386 -1.39538 0.12
H -1.81474 4.23651 1.76140 0.11
H 2.87093 2.10226 4.17658 0.11
H -5.60096 2.17563 0.29911 0.12
H 3.70076 1.93835 2.64789 0.11
H -2.45645 6.31484 2.63659 0.11
H 3.71023 4.23802 4.48536 0.11
H 1.26393 1.73172 2.35178 0.06
H 1.15842 5.25266 -4.05068 0.11
H 3.94668 -4.38334 -0.89028 0.11
H 3.10766 -3.26755 4.92804 0.12
H 1.80693 -1.97349 -4.64269 0.12
H 3.72067 4.56073 0.67862 0.11
H 1.91236 0.38579 -0.18692 0.01
H -3.41836 5.33853 0.19279 0.12
H 2.46396 3.45518 -5.29894 0.11
H -2.76522 -6.50285 3.12701 0.10
H -0.48882 3.84693 -3.00082 0.10
H -1.91790 4.12293 -1.12320 0.07
H 3.04210 2.87914 -3.75317 0.11
H 1.38664 5.55487 -1.72103 0.10
H -3.19944 6.40075 -1.18103 0.11
H 1.59069 -4.21873 3.22526 0.09
H 2.25471 -6.20168 -1.62634 0.09
H -1.50865 -4.23021 -4.26652 0.11
H -4.72195 -1.41573 -4.56152 0.11
H -0.06429 -1.63571 2.47956 0.05
H -3.13188 -6.72746 0.68978 0.10
H -4.50871 -0.90800 -2.18391 0.10
H 0.29939 5.72578 0.17124 0.10
H 0.76708 -0.92026 -0.49122 -0.04
H 2.59922 2.60156 0.55335 0.11
H 1.16241 -0.38363 2.31331 0.05
H -3.23814 -3.08628 -5.63034 0.10
H 1.14454 1.51094 -4.01822 0.10
H -5.13134 -2.66925 0.99439 0.10
H 2.89134 5.41992 -3.87543 0.11
H -0.30168 4.79714 2.43574 0.09
H 0.75453 -8.49794 2.48807 0.12
H 3.60011 5.99216 2.65889 0.11
H -1.27405 -3.70801 -1.88921 0.06
H -2.47001 -2.25597 2.67804 0.10
H 0.25671 2.72218 -4.92014 0.11
H -0.89258 7.05576 2.36921 0.11
H -7.45444 0.89689 1.32084 0.11
H 4.75258 3.93045 3.11803 0.11
H 2.04799 5.32978 3.10775 0.11
H -7.20284 -1.55831 1.63355 0.11

***

Entry 3:
11
Properties=species:S:1:pos:R:3:lowdin_charge:R:1 method="wB97M-V/def2-TZVPD" smiles="C=C(F)C#CC" gap_ev=9.89 energy_ha=-293.28782 molar_mass_da=84.1 homo_energy_ha=-0.3300
F -1.76606 -1.19670 0.00344 0.05
C -1.90783 1.13866 0.04881 0.10
C -1.14149 -0.00230 -0.00493 -0.36
C 2.98018 0.01210 0.02941 -0.09
C 0.27890 0.04856 -0.00428 0.01
C 1.49035 0.07091 -0.03880 -0.04
H 3.29252 -1.00756 -0.28172 0.08
H -2.93042 1.18331 -0.12360 0.04
H 3.43106 0.65858 -0.74626 0.08
H -1.49504 2.10921 -0.07029 0.06
H 3.39582 0.21921 1.00964 0.07